Computed, not measured: 6 unconnected molecules or ions with the total composition C24H32N6, with wB97M-V/def2-TZVPD.

CARTESIAN COORDINATES (ANGSTROEM)
C  0.247  -4.970  2.479
C  0.003  -3.583  2.497
C  -0.479  -3.201  3.725
N  -0.474  -4.364  4.476
C  0.048  -5.414  3.765
H  0.509  -5.577  1.630
H  0.265  -2.922  1.684
H  -0.772  -2.270  4.173
H  -0.724  -4.337  5.448
H  0.105  -6.370  4.259
C  -0.186  6.242  -6.625
C  -1.058  5.513  -5.768
C  -0.365  5.315  -4.602
N  0.892  5.823  -4.756
C  1.026  6.396  -5.995
H  -0.316  6.587  -7.642
H  -2.045  5.188  -6.041
H  -0.654  4.646  -3.807
H  1.668  5.661  -4.142
H  1.980  6.831  -6.234
C  1.536  1.209  4.288
C  2.530  1.555  5.246
C  1.975  2.339  6.222
N  0.650  2.520  5.871
C  0.407  1.902  4.694
H  1.678  0.617  3.404
H  3.497  1.086  5.362
H  2.294  2.633  7.206
H  0.019  2.982  6.494
H  -0.573  1.969  4.245
C  -0.760  2.026  -1.098
C  0.248  1.900  -0.086
C  0.289  0.581  0.306
N  -0.695  -0.090  -0.374
C  -1.307  0.763  -1.210
H  -1.054  2.922  -1.613
H  0.883  2.703  0.251
H  0.934  0.003  0.947
H  -0.831  -1.074  -0.226
H  -2.056  0.416  -1.908
C  2.563  0.846  -3.230
C  3.098  -0.463  -3.248
C  3.987  -0.520  -4.289
N  3.895  0.642  -4.993
C  3.016  1.496  -4.356
H  1.851  1.226  -2.513
H  2.820  -1.311  -2.644
H  4.438  -1.387  -4.747
H  4.404  0.883  -5.821
H  2.772  2.487  -4.695
C  -3.825  -3.421  2.474
C  -4.288  -4.047  1.155
C  -3.217  -4.785  0.353
C  -2.190  -3.911  -0.227
N  -1.387  -3.196  -0.619
H  -3.264  -4.181  3.030
H  -4.670  -3.078  3.066
H  -3.098  -2.614  2.379
H  -4.658  -3.243  0.511
H  -5.135  -4.704  1.346
H  -3.730  -5.333  -0.439
H  -2.714  -5.540  0.963

Forces on atoms 1 to 3 (eV/Å):
C 0.3 -0.4 0.7
C 0.0 1.2 -0.7
C 0.6 -1.6 -0.1

Values from the calculation:
Largest force on an atom ... 0.0334 Eh/bohr
Energy above the lowest of the compared OMol25 structures with the same formula, charge and spin ... 210.0 kJ/mol
Gap between HOMO and LUMO ... 8.6 eV
DFT total energy ... -1262.1720 Ha
Highest occupied orbital energy ... -7.85 eV

Computed, not measured: a molecular structure, C24H33As3BrORbS4, with wB97M-V/def2-TZVPD.

CARTESIAN COORDINATES (ANGSTROEM)
Rb  0.117  -0.870  -0.231
C  -2.163  4.317  2.418
As  -0.995  2.750  1.974
C  -0.440  3.458  0.238
C  0.689  3.349  2.841
C  0.977  2.859  4.261
C  2.104  3.727  4.841
C  1.455  1.402  4.267
As  0.743  0.063  2.953
C  1.784  -1.410  3.684
C  -0.921  -0.477  3.858
C  -0.281  3.054  5.109
As  -0.077  3.080  7.080
C  -1.868  3.871  7.390
C  -0.632  1.242  7.537
H  -2.687  4.176  3.365
H  -2.914  4.383  1.630
H  -1.614  5.260  2.449
H  0.006  4.448  0.356
H  -1.292  3.525  -0.437
H  0.298  2.786  -0.202
H  0.694  4.448  2.834
H  1.498  3.008  2.186
H  2.967  3.727  4.178
H  2.418  3.336  5.812
H  1.766  4.757  4.980
H  1.355  0.998  5.284
H  2.529  1.399  4.032
H  1.594  -1.550  4.752
H  2.847  -1.245  3.513
H  1.501  -2.317  3.146
H  -0.786  -0.545  4.940
H  -1.159  -1.473  3.479
H  -1.756  0.191  3.629
H  -1.024  2.300  4.826
H  -0.700  4.038  4.862
H  -1.882  4.917  7.081
H  -2.132  3.830  8.448
H  -2.622  3.331  6.820
H  0.181  0.536  7.376
H  -1.487  0.942  6.934
H  -0.911  1.195  8.591
Br  -3.134  1.234  -1.437
C  -2.781  1.457  -3.335
C  -3.614  2.305  -4.014
C  -3.419  2.499  -5.387
C  -2.427  1.819  -6.035
C  -1.567  0.950  -5.333
C  -0.533  0.266  -5.991
C  0.303  -0.547  -5.272
C  0.125  -0.730  -3.894
C  -0.865  -0.101  -3.135
C  -1.714  0.750  -3.918
H  -4.419  2.821  -3.509
H  -4.068  3.176  -5.926
H  -2.284  1.939  -7.104
H  -0.411  0.398  -7.062
H  1.120  -1.045  -5.785
H  0.824  -1.411  -3.406
O  5.214  -6.147  -1.190
C  4.492  -5.312  -0.682
S  4.877  -3.608  -0.556
C  3.374  -3.036  0.247
C  2.465  -4.002  0.515
S  0.924  -3.849  1.227
S  2.942  -5.666  0.037
S  3.286  -1.362  0.563

Forces on atoms 1 to 3 (eV/Å):
Rb 0.0 -0.3 -0.4
C 0.1 -0.2 0.0
As -0.2 0.6 0.0

Values from the calculation:
Largest force on an atom ... 0.0240 Eh/bohr
Energy above the lowest of the compared OMol25 structures with the same formula, charge and spin ... 11.3 kJ/mol
Gap between HOMO and LUMO ... 4.0 eV
Net charge ... -2
DFT total energy ... -11907.7354 Ha
Highest occupied orbital energy ... -0.37 eV

Computed, not measured: a molecular structure, C24H33AsCsN2O8P2S, with wB97M-V/def2-TZVPD.

CARTESIAN COORDINATES (ANGSTROEM)
Cs  -0.197  1.196  1.286
C  -1.624  3.845  -2.510
P  -2.215  2.334  -1.686
C  -3.577  2.991  -0.655
C  -3.245  1.607  -3.052
C  -2.470  1.112  -4.272
P  -0.940  0.174  -3.849
C  -0.741  -0.697  -5.480
C  -1.645  -1.214  -2.883
H  -2.389  4.299  -3.146
H  -0.743  3.619  -3.112
H  -1.323  4.539  -1.723
H  -4.246  3.656  -1.209
H  -3.122  3.537  0.175
H  -4.162  2.167  -0.245
H  -4.002  2.333  -3.377
H  -3.793  0.778  -2.593
H  -2.155  1.952  -4.898
H  -3.122  0.489  -4.896
H  -1.664  -1.185  -5.807
H  0.036  -1.459  -5.397
H  -0.432  0.004  -6.257
H  -2.551  -1.631  -3.332
H  -1.876  -0.876  -1.872
H  -0.899  -2.008  -2.800
O  3.039  -4.797  -3.849
C  2.025  -3.821  -4.023
C  2.144  -2.775  -2.952
C  2.080  -1.424  -3.257
C  2.124  -0.495  -2.222
N  2.242  -0.831  -0.953
C  2.335  -2.128  -0.651
C  2.283  -3.134  -1.614
C  2.532  -2.438  0.780
C  3.395  -3.464  1.164
C  3.611  -3.692  2.520
C  4.495  -4.819  2.982
O  3.843  -6.080  2.878
C  2.954  -2.873  3.428
C  2.102  -1.880  2.950
N  1.886  -1.675  1.662
H  2.888  -5.516  -4.470
H  1.034  -4.290  -3.950
H  2.104  -3.344  -5.007
H  1.990  -1.077  -4.278
H  2.052  0.564  -2.445
H  2.341  -4.173  -1.325
H  3.912  -4.055  0.420
H  4.821  -4.638  4.013
H  5.383  -4.893  2.353
H  2.965  -5.996  3.265
H  3.094  -2.988  4.495
H  1.560  -1.221  3.624
O  1.957  3.387  1.607
As  0.457  4.426  1.840
O  0.024  3.224  3.264
O  -0.476  3.817  0.601
C  -1.061  3.340  4.031
C  -1.657  4.584  4.249
C  -2.749  4.729  5.088
C  -3.264  3.627  5.744
C  -2.677  2.385  5.533
C  -1.600  2.215  4.681
S  -1.045  0.511  4.437
O  -1.543  -0.242  5.571
O  -1.672  0.137  3.157
O  0.413  0.591  4.321
H  2.346  3.264  2.482
H  -1.242  5.458  3.762
H  -3.186  5.710  5.233
H  -4.109  3.720  6.415
H  -3.056  1.505  6.037

Forces on atoms 1 to 3 (eV/Å):
Cs 0.9 -1.1 -1.5
C 0.1 0.2 0.0
P 0.0 -0.4 -0.1

Values from the calculation:
Largest force on an atom ... 0.0394 Eh/bohr
Energy above the lowest of the compared OMol25 structures with the same formula, charge and spin ... 46.5 kJ/mol
Gap between HOMO and LUMO ... 7.1 eV
Net charge ... -1
DFT total energy ... -4982.7340 Ha
Highest occupied orbital energy ... -5.27 eV

Computed, not measured: a molecular structure, C24H33BF4KN4SSb, with wB97M-V/def2-TZVPD.

CARTESIAN COORDINATES (ANGSTROEM)
K  0.078  -0.144  -0.222
N  2.432  0.288  -1.166
C  2.896  1.387  -0.349
C  1.991  2.594  -0.582
N  0.718  2.464  0.115
C  -0.331  3.239  -0.527
C  -1.744  2.769  -0.187
N  -1.964  1.437  -0.706
C  0.860  2.779  1.532
C  0.288  1.741  2.501
N  0.858  0.420  2.289
H  2.766  0.398  -2.117
H  2.771  -0.607  -0.833
H  2.854  1.094  0.698
H  3.932  1.687  -0.569
H  2.508  3.522  -0.287
H  1.791  2.640  -1.653
H  -0.243  4.312  -0.278
H  -0.219  3.136  -1.607
H  -1.881  2.753  0.894
H  -2.442  3.518  -0.600
H  -2.839  1.050  -0.370
H  -2.030  1.468  -1.720
H  1.922  2.883  1.770
H  0.375  3.740  1.761
H  0.490  2.122  3.518
H  -0.793  1.662  2.391
H  1.857  0.455  2.475
H  0.467  -0.210  2.982
S  1.495  -2.807  -0.311
Sb  0.153  -3.222  1.457
C  0.111  -5.343  1.766
C  -0.664  -6.176  0.976
C  -0.584  -7.549  1.134
C  0.280  -8.093  2.069
C  1.076  -7.262  2.838
C  0.993  -5.888  2.687
C  -1.672  -2.482  2.339
C  -2.124  -1.188  2.181
C  -3.346  -0.813  2.711
C  -4.111  -1.728  3.411
C  -3.637  -3.014  3.603
C  -2.417  -3.392  3.066
C  1.477  -2.649  3.063
C  2.842  -2.666  2.825
C  3.741  -2.269  3.798
C  3.276  -1.844  5.031
C  1.914  -1.830  5.283
C  1.019  -2.226  4.301
H  -1.329  -5.757  0.239
H  -1.192  -8.194  0.517
H  0.338  -9.164  2.192
H  1.768  -7.683  3.553
H  1.621  -5.240  3.285
H  -1.548  -0.471  1.615
H  -3.710  0.193  2.553
H  -5.080  -1.444  3.795
H  -4.224  -3.730  4.162
H  -2.063  -4.408  3.202
H  3.195  -2.995  1.856
H  4.803  -2.295  3.599
H  3.975  -1.532  5.792
H  1.545  -1.510  6.248
H  -0.046  -2.209  4.510
F  -1.477  -1.625  -0.526
B  -2.544  -2.575  -0.746
F  -2.156  -3.725  -0.044
F  -3.680  -2.037  -0.211
F  -2.651  -2.812  -2.076

Forces on atoms 1 to 3 (eV/Å):
K 1.0 0.7 -0.2
N 0.6 -0.1 -0.5
C 0.3 0.6 -0.1

Values from the calculation:
Largest force on an atom ... 0.0321 Eh/bohr
Energy above the lowest of the compared OMol25 structures with the same formula, charge and spin ... 105.8 kJ/mol
Gap between HOMO and LUMO ... 8.2 eV
DFT total energy ... -2816.2833 Ha
Highest occupied orbital energy ... -8.20 eV

Computed, not measured: 2 unconnected molecules or ions with the total composition C24H33Br2N2O4, with wB97M-V/def2-TZVPD.

CARTESIAN COORDINATES (ANGSTROEM)
C  0.515  1.781  2.113
C  0.509  1.430  0.605
N  -0.882  1.183  0.148
C  -1.704  2.247  0.229
C  -3.040  2.159  -0.097
C  -3.558  0.927  -0.495
C  -4.998  0.858  -0.816
Br  -5.492  1.403  -2.550
C  -5.882  0.492  0.102
C  -5.504  0.141  1.512
Br  -7.729  0.429  -0.251
C  -2.696  -0.182  -0.600
C  -3.297  -1.492  -1.080
O  -3.577  -1.508  -2.459
C  -2.504  -1.138  -3.305
C  -1.328  -0.020  -0.284
C  -0.344  -1.143  -0.403
C  0.690  -0.973  -1.535
C  1.169  -2.323  -2.113
C  1.362  -3.425  -1.065
C  0.195  -4.430  -0.960
O  0.628  -5.750  -1.138
C  0.075  -6.410  -2.265
H  0.659  2.843  2.269
H  1.346  1.268  2.585
H  -0.402  1.434  2.575
H  1.129  0.569  0.457
H  0.874  2.270  0.035
H  -1.275  3.173  0.571
H  -3.678  3.023  -0.020
H  -5.190  1.043  2.032
H  -4.707  -0.595  1.543
H  -6.360  -0.239  2.050
H  -2.725  -2.367  -0.781
H  -4.267  -1.583  -0.610
H  -1.562  -1.568  -2.972
H  -2.720  -1.547  -4.285
H  -2.430  -0.056  -3.408
H  -0.874  -2.064  -0.581
H  0.166  -1.269  0.549
H  0.276  -0.382  -2.349
H  1.574  -0.434  -1.214
H  2.134  -2.130  -2.570
H  0.480  -2.640  -2.890
H  1.573  -2.998  -0.089
H  2.235  -4.020  -1.314
H  -0.558  -4.148  -1.699
H  -0.292  -4.340  0.014
H  0.615  -6.129  -3.169
H  -0.988  -6.208  -2.371
H  0.197  -7.477  -2.114
C  6.679  3.792  3.584
C  6.527  2.751  2.678
C  5.413  2.704  1.856
C  4.469  3.710  1.960
C  4.601  4.755  2.858
C  5.717  4.790  3.676
N  3.295  3.675  1.085
O  3.171  2.732  0.320
O  2.484  4.575  1.171
H  7.553  3.828  4.220
H  7.278  1.977  2.608
H  5.289  1.900  1.147
H  3.850  5.528  2.920
H  5.839  5.599  4.382

Forces on atoms 1 to 3 (eV/Å):
C 0.2 -0.3 -0.6
C -0.3 0.5 1.0
N -0.3 0.0 -0.2

Values from the calculation:
Largest force on an atom ... 0.0218 Eh/bohr
Energy above the lowest of the compared OMol25 structures with the same formula, charge and spin ... 0.0 kJ/mol
Gap between HOMO and LUMO ... 7.9 eV
Net charge ... +1
DFT total energy ... -6492.4405 Ha
Highest occupied orbital energy ... -11.78 eV

Computed, not measured: 7 unconnected molecules or ions with the total composition C24H33Br2N4O8, with wB97M-V/def2-TZVPD.

CARTESIAN COORDINATES (ANGSTROEM)
N  0.894  0.302  -0.398
H  1.907  -0.049  -0.396
H  0.304  -0.465  -0.716
H  0.859  1.011  -1.199
H  0.670  0.685  0.507
C  3.000  -2.701  0.451
C  3.445  -2.091  -0.890
O  3.397  -0.723  -0.844
H  3.637  -2.396  1.291
H  2.903  -3.798  0.493
H  2.037  -2.243  0.706
H  2.786  -2.532  -1.675
H  4.484  -2.399  -1.142
C  -0.383  3.714  -1.958
C  0.721  3.183  -2.901
O  1.367  2.085  -2.414
H  -1.158  4.313  -2.465
H  0.039  4.394  -1.205
H  -0.866  2.916  -1.400
H  1.404  4.028  -3.128
H  0.197  2.921  -3.859
Br  -1.908  0.449  -2.269
C  -1.182  -0.738  -3.638
C  -0.234  0.096  -4.461
Br  0.348  -0.921  -6.034
H  -2.029  -1.123  -4.203
H  -0.687  -1.606  -3.209
H  0.666  0.339  -3.886
H  -0.650  1.043  -4.789
C  -3.931  -5.227  0.808
C  -3.088  -5.920  -0.045
C  -2.068  -5.217  -0.672
C  -1.911  -3.866  -0.470
C  -2.802  -3.170  0.334
C  -3.776  -3.860  1.027
N  -0.722  -3.211  -0.997
O  -0.356  -2.220  -0.388
O  -0.136  -3.711  -1.929
H  -4.688  -5.723  1.406
H  -3.301  -6.952  -0.281
H  -1.417  -5.768  -1.339
H  -2.656  -2.114  0.531
H  -4.450  -3.325  1.680
C  -6.175  1.756  0.549
C  -5.266  2.559  -0.145
C  -3.922  2.331  0.078
C  -3.494  1.417  1.017
C  -4.397  0.659  1.738
C  -5.755  0.850  1.503
N  -2.045  1.293  1.160
O  -1.662  0.185  1.511
O  -1.326  2.169  0.745
H  -7.216  1.865  0.263
H  -5.636  3.317  -0.819
H  -3.199  2.922  -0.471
H  -4.045  -0.031  2.492
H  -6.464  0.248  2.055
C  6.236  2.656  4.534
C  5.260  1.698  4.754
C  4.294  1.434  3.788
C  4.494  1.975  2.531
C  5.527  2.852  2.246
C  6.387  3.206  3.268
N  3.509  1.668  1.484
O  3.772  1.991  0.359
O  2.452  1.157  1.836
H  6.845  2.983  5.367
H  5.117  1.258  5.734
H  3.352  0.989  4.068
H  5.566  3.205  1.225
H  7.127  3.978  3.099

Forces on atoms 1 to 3 (eV/Å):
N 0.4 0.0 -1.2
H 0.7 -0.5 -0.5
H 0.1 0.2 0.7

Values from the calculation:
Largest force on an atom ... 0.0348 Eh/bohr
Energy above the lowest of the compared OMol25 structures with the same formula, charge and spin ... 0.0 kJ/mol
Gap between HOMO and LUMO ... 4.5 eV
Net charge ... -1
DFT total energy ... -6902.9563 Ha
Highest occupied orbital energy ... -3.05 eV

Computed, not measured: a molecular structure, C24H33BrGeN2O2V, with wB97M-V/def2-TZVPD.

CARTESIAN COORDINATES (ANGSTROEM)
V  0.303  0.076  -0.207
O  3.076  4.518  -1.159
C  3.997  3.695  -0.554
C  5.252  4.132  -0.167
C  6.117  3.240  0.448
C  5.731  1.928  0.677
C  4.471  1.503  0.283
C  3.594  2.380  -0.336
C  2.233  1.974  -0.825
O  1.956  0.606  -0.593
N  1.185  2.746  -0.123
N  -0.019  2.128  -0.113
C  -1.118  2.765  0.076
C  -2.367  2.078  0.265
Br  -2.210  0.144  0.424
C  -3.594  2.591  0.413
C  -3.948  3.997  0.230
C  -4.920  4.549  1.069
C  -5.262  5.884  0.946
C  -4.665  6.664  -0.035
C  -3.731  6.112  -0.902
C  -3.369  4.783  -0.772
H  3.473  5.374  -1.351
H  5.550  5.159  -0.343
H  7.099  3.577  0.750
H  6.411  1.238  1.156
H  4.167  0.478  0.447
H  2.159  2.149  -1.906
H  1.191  3.739  -0.344
H  -1.134  3.848  0.160
H  -4.398  1.925  0.710
H  -5.393  3.935  1.825
H  -6.002  6.313  1.606
H  -4.946  7.703  -0.141
H  -3.301  6.714  -1.692
H  -2.688  4.341  -1.489
C  2.277  -4.500  -0.132
C  2.182  -4.363  -1.643
C  0.990  -3.513  -2.073
C  0.939  -2.160  -1.296
Ge  0.249  -2.639  0.485
C  -1.418  -3.613  0.569
C  -1.325  -5.067  1.062
C  -2.714  -5.651  1.306
C  -2.646  -7.101  1.764
H  2.953  -5.295  0.185
H  1.305  -4.779  0.318
H  2.686  -3.598  0.336
H  2.089  -5.344  -2.109
H  3.106  -3.923  -2.023
H  0.056  -4.065  -1.924
H  1.044  -3.283  -3.136
H  0.254  -1.517  -1.871
H  1.929  -1.702  -1.279
H  1.051  -2.424  1.766
H  -1.905  -3.560  -0.407
H  -2.038  -3.048  1.276
H  -0.739  -5.117  1.985
H  -0.805  -5.680  0.319
H  -3.299  -5.575  0.385
H  -3.229  -5.044  2.055
H  -2.162  -7.731  1.016
H  -3.644  -7.501  1.936
H  -2.086  -7.196  2.696

Forces on atoms 1 to 3 (eV/Å):
V -0.4 0.2 -0.2
O 0.0 -0.1 0.0
C 0.0 0.0 0.0

Values from the calculation:
Largest force on an atom ... 0.0099 Eh/bohr
Energy above the lowest of the compared OMol25 structures with the same formula, charge and spin ... 129.7 kJ/mol
Gap between HOMO and LUMO (spin up / spin down) ... 5.7 / 5.2 eV
Net charge ... +2
Spin multiplicity ... 4
DFT total energy ... -6788.6055 Ha
Highest occupied orbital energy (spin up / spin down) ... -13.19 / -13.19 eV

Among the records above, which one has the lowest largest force on an atom?
C24H33BrGeN2O2V